This record from OMol25 describes a cluster of 2 separate species, C4H4Cl2O in total. The level of theory is wB97M-V/def2-TZVPD.

Properties
Highest occupied orbital energy (spin up / spin down) in eV: -7.82 / -8.05
Relative energy (zero: lowest compared OMol25 entry of this formula, charge and spin) in eV: 2.9861
Frontier orbital gap (spin up / spin down) in Ha: 0.29534 / 0.27788
Max |F| in eV/A: 1.93

Geometry as ORCA input:
```
! wB97M-V def2-TZVPD RIJCOSX def2/J DEFGRID3
* xyz 0 1
C -0.77 1.56 -0.29
C 0.32 0.84 -0.58
C 0.22 -1.36 1.54
C 0.33 -0.54 -0.90
O -0.53 -0.77 2.21
Cl 1.78 -1.29 -1.44
Cl -1.12 -1.31 -1.44
H -0.69 2.60 -0.02
H -1.76 1.14 -0.34
H 1.30 1.30 -0.50
H 0.92 -2.17 1.76
*
```